[1]
{"formula": "C17H18BBrN6O2Pt", "method": "ωB97M-V with the def2-TZVPD basis set", "elements": ["C", "N", "N", "C", "C", "B", "N", "N", "C", "C", "C", "Pt", "N", "N", "C", "C", "C", "H", "H", "H", "H", "H", "H", "H", "H", "H", "H", "H", "C", "H", "H", "H", "Br", "C", "C", "C", "C", "C", "C", "C", "O", "O", "H", "H", "H", "H"], "coordinates": [[2.552872, -1.264807, -0.724308], [1.235903, -0.996709, -0.871018], [1.085784, -0.057456, -1.880466], [2.328506, 0.199383, -2.390343], [3.261726, -0.535184, -1.684165], [-0.216037, 0.304916, -2.664200], [-1.188087, -0.960286, -2.600003], [-1.000940, -2.030657, -1.732856], [-1.517569, -3.152775, -2.284530], [-2.057439, -2.813492, -3.521282], [-1.847762, -1.455076, -3.693279], [-0.307863, -1.942116, 0.127616], [-0.656073, 1.864450, -2.565844], [-0.620418, 2.782388, -1.487215], [-1.020145, 3.973836, -1.950093], [-1.258392, 3.879905, -3.343874], [-1.010638, 2.555884, -3.682239], [-1.129387, 4.875191, -1.346439], [-1.042897, 2.063697, -4.646531], [-1.546215, 4.664395, -4.006662], [0.136928, 0.266928, -3.837729], [-2.072651, -0.813844, -4.534761], [2.465343, 0.831479, -3.256167], [-2.505255, -3.492628, -4.211925], [4.320067, -0.572742, -1.837984], [-1.465986, -4.097961, -1.767898], [2.919687, -1.937259, 0.036016], [-2.146658, -1.343995, 0.395546], [-2.095991, -2.326470, 0.928352], [-2.943674, -2.878232, 0.529759], [-1.194971, -3.080371, 0.738163], [-2.186234, -2.150263, 1.992201], [1.154903, 2.243124, 1.864335], [0.986414, 1.521992, 3.608934], [0.818622, 2.371102, 4.714410], [0.658165, 1.823110, 5.997498], [0.694687, 0.433056, 6.168924], [0.907216, -0.411675, 5.070202], [1.026731, 0.125830, 3.781634], [1.206467, -0.753986, 2.548297], [2.332152, -0.844451, 2.064552], [0.104723, -1.324896, 2.170709], [0.783911, 3.449335, 4.557900], [0.498840, 2.491214, 6.849181], [0.548978, 0.007623, 7.167443], [1.002638, -1.491499, 5.210147]], "forces_ev_per_angstrom": [[0.9, 0.7, -1.1], [0.1, 0.6, 0.4], [0.0, -0.4, 0.2], [-1.2, -0.2, 0.2], [0.4, -1.0, 1.4], [1.2, 0.9, -1.3], [-1.0, -0.2, -1.4], [-0.9, -2.3, -0.4], [0.4, 1.1, 0.4], [-0.3, -2.4, 0.5], [1.7, 3.2, 1.7], [5.6, 4.9, -1.8], [-0.7, 0.5, -1.8], [-0.5, 1.0, 0.2], [0.4, -1.3, 0.1], [-0.3, 1.6, 1.0], [1.0, -3.4, 1.0], [0.2, -0.5, 0.1], [0.0, 0.2, 0.0], [-0.2, 0.4, -0.4], [-0.4, 0.1, 0.6], [0.0, -0.1, 0.0], [-0.1, 0.1, 0.0], [-0.3, -0.3, -0.4], [0.3, 0.1, -0.1], [0.0, -0.1, -0.1], [-0.1, -0.1, -0.1], [-1.1, 0.0, 0.8], [-3.4, 0.5, 1.0], [0.2, -0.4, 0.0], [-1.3, -2.2, 1.1], [0.1, -0.2, 0.1], [-0.2, -0.3, 1.4], [0.3, 0.4, -1.3], [-0.4, 0.4, 1.7], [0.1, 1.4, -1.2], [-0.2, 0.2, 0.9], [0.4, -0.6, -2.2], [0.0, -1.5, 1.0], [0.2, -0.3, 0.4], [-1.0, 0.1, -0.2], [0.3, -0.4, -1.9], [0.0, -0.3, 0.1], [0.1, -0.3, -0.3], [0.1, 0.1, -0.4], [-0.1, 0.3, 0.0]], "lumo_ev": [-12.9, -17.0], "homo_energy_ev": [-21.2, -20.6], "spin_multiplicity": 5, "molar_mass_g_mol": 624.17, "gap_ev": [8.36, 3.56], "charge": 4, "total_energy_ha": -3853.92599}


[2]
{"formula": "C17H18BBrN6O2V", "method": "ωB97M-V with the def2-TZVPD basis set", "elements": ["C", "N", "N", "C", "C", "B", "N", "N", "C", "C", "C", "V", "N", "N", "C", "C", "C", "H", "H", "H", "H", "H", "H", "H", "H", "H", "H", "H", "C", "H", "H", "H", "Br", "C", "C", "C", "C", "C", "C", "C", "O", "O", "H", "H", "H", "H"], "coordinates": [[2.740126, -0.914172, -0.477075], [1.431700, -1.007204, -0.849096], [1.264671, -0.258701, -2.019750], [2.490530, 0.107525, -2.447592], [3.446539, -0.240616, -1.483985], [-0.040130, -0.012210, -2.868769], [-0.773264, -1.400940, -2.706307], [-0.811215, -2.248393, -1.595060], [-1.662649, -3.278428, -1.892859], [-1.870473, -3.273766, -3.274159], [-1.266882, -2.109571, -3.749775], [0.169495, -2.121606, 0.076262], [-0.787303, 1.573192, -2.912932], [-1.685226, 2.047819, -1.970815], [-1.796182, 3.374024, -2.107683], [-1.189304, 3.770888, -3.315116], [-0.580058, 2.608891, -3.806495], [-2.286931, 3.973112, -1.366494], [-0.033533, 2.490130, -4.739213], [-1.212818, 4.748717, -3.727630], [0.332230, -0.001470, -4.045093], [-1.180327, -1.720396, -4.765828], [2.584929, 0.603907, -3.404365], [-2.448018, -3.990054, -3.833963], [4.483596, 0.027069, -1.493673], [-2.053297, -3.925713, -1.109612], [3.079983, -1.284006, 0.480797], [-0.812676, -0.435932, 0.020155], [-1.550820, -1.146149, 0.446066], [-2.413194, -1.216397, -0.215833], [-1.175893, -2.177308, 0.816665], [-1.887981, -0.629419, 1.335505], [-1.642912, 1.906873, 2.859807], [-0.399375, 1.219911, 4.100441], [-0.568761, 1.476117, 5.471092], [0.332670, 0.933086, 6.395105], [1.435625, 0.188422, 5.971872], [1.634229, -0.025428, 4.615422], [0.717313, 0.466368, 3.690196], [0.824677, -0.006488, 2.249915], [0.880876, -1.302184, 2.133613], [0.879819, 0.834712, 1.342782], [-1.406463, 2.089950, 5.801998], [0.166798, 1.096268, 7.461520], [2.152817, -0.222835, 6.679860], [2.487051, -0.587596, 4.230088]], "forces_ev_per_angstrom": [[0.3, 0.8, -1.2], [-0.3, 1.2, -0.8], [1.1, -0.4, 0.2], [-0.8, -0.1, 1.1], [-0.8, -0.4, 0.6], [0.0, 1.7, -2.1], [0.3, -1.5, -0.4], [-1.0, 0.7, -1.0], [0.9, 0.3, -1.2], [-0.3, -0.2, 0.7], [-0.3, 0.7, 0.8], [6.9, -0.1, -1.5], [-1.0, -1.0, 0.6], [1.5, -0.5, 1.8], [0.3, -1.7, -1.3], [0.6, -1.6, 0.2], [0.2, 0.3, 0.3], [-0.5, 0.0, 0.0], [0.0, -0.1, 0.4], [0.2, 0.4, -0.4], [-0.1, -0.2, 0.8], [-0.2, -0.1, 0.5], [0.1, 0.1, 0.2], [0.1, 0.0, 0.0], [0.2, -0.2, 0.0], [0.3, -0.1, -0.3], [0.0, -0.1, -0.2], [0.1, 0.1, 0.1], [-3.2, 1.1, 1.6], [0.3, -0.2, 0.1], [-4.2, 1.6, 1.4], [0.1, -0.2, 0.5], [0.9, -0.4, 1.0], [-1.0, 1.0, -0.2], [0.3, -0.2, 1.4], [-1.8, 1.2, -0.2], [0.8, -0.3, -0.3], [-0.1, 0.2, -1.1], [1.1, -1.7, -0.6], [0.6, 0.8, -1.2], [-0.9, -0.2, -1.7], [-0.3, -1.2, 1.3], [0.2, -0.2, 0.0], [0.0, 0.0, -0.4], [-0.3, 0.1, 0.0], [-0.3, 0.1, 0.3]], "lumo_ev": [-8.8, -10.4], "homo_energy_ev": [-12.9, -12.9], "spin_multiplicity": 4, "molar_mass_g_mol": 480.03, "gap_ev": [4.08, 2.48], "charge": 2, "total_energy_ha": -4679.73557}


[3]
{"formula": "C17H18Br2F3N2O3P2S", "method": "ωB97M-V with the def2-TZVPD basis set", "elements": ["C", "C", "C", "C", "C", "C", "P", "O", "O", "O", "C", "C", "P", "S", "N", "C", "C", "N", "C", "C", "C", "C", "F", "Br", "C", "F", "F", "Br", "C", "C", "H", "H", "H", "H", "H", "H", "H", "H", "H", "H", "H", "H", "H", "H", "H", "H", "H", "H"], "coordinates": [[0.193035, 5.111476, -0.455826], [0.688753, 4.056850, -0.734199], [1.476968, 2.866214, -0.789499], [2.675380, 2.870780, -1.422725], [3.424582, 1.681187, -1.470462], [3.036105, 0.500684, -0.883441], [4.175777, -0.845306, -1.246158], [3.564120, -2.133776, -1.611632], [5.010169, -0.253158, -2.472361], [5.255013, -0.953687, -0.079881], [1.783272, 0.460796, -0.144063], [1.246555, -0.645697, 0.553168], [2.236714, -2.195401, 0.868369], [2.048074, -3.173565, 2.546255], [-0.000555, -0.578797, 1.064124], [-0.665070, -1.776614, 1.618964], [-0.805259, -2.928239, 0.602539], [-2.238987, -3.213196, 0.391397], [-0.733045, 0.569310, 1.053544], [-2.105653, 0.685428, 1.658807], [-3.204994, 0.110693, 0.743587], [-3.806525, 1.123705, -0.201221], [-2.878162, 1.534718, -1.110793], [-4.484548, 2.686899, 0.737304], [-4.993696, 0.530695, -0.998659], [-5.904824, 0.051503, -0.150407], [-5.574459, 1.475542, -1.735930], [-4.413630, -0.870356, -2.196741], [-0.210989, 1.688878, 0.474540], [1.027946, 1.663243, -0.157252], [-0.241038, 6.048843, -0.209380], [3.031884, 3.766170, -1.903205], [4.348362, 1.726654, -2.017145], [5.434679, -0.991160, -2.930434], [5.446792, -1.886124, 0.094112], [3.492784, -1.605775, 0.956423], [2.120575, -3.015296, -0.251250], [-0.191093, -2.087843, 2.541689], [-1.689991, -1.563002, 1.872784], [-0.394584, -2.637088, -0.363185], [-0.300801, -3.817268, 0.966270], [-2.507672, -3.996283, 0.971977], [-2.411890, -3.489148, -0.565539], [-2.142868, 0.156468, 2.606755], [-2.302438, 1.721215, 1.905514], [-2.756666, -0.651479, 0.107044], [-3.991122, -0.390380, 1.297277], [-0.766992, 2.610676, 0.468923]], "forces_ev_per_angstrom": [[-0.1, 0.0, -0.1], [0.3, 0.1, 0.6], [-0.1, 0.1, -0.3], [-0.1, -0.2, 0.0], [0.0, -0.1, 0.1], [0.4, 0.3, 0.2], [0.4, -0.3, -1.4], [-0.1, 0.0, 0.3], [-0.1, 0.1, 0.3], [-0.2, 0.1, 0.2], [0.6, 0.2, -0.3], [-0.3, -0.2, -0.4], [0.2, -0.9, 1.6], [-0.1, 0.2, -0.1], [-0.2, 0.0, 0.2], [-0.4, -0.8, 0.0], [-0.7, -0.1, -0.2], [0.3, 0.1, 0.1], [-0.3, 1.0, 0.1], [-0.1, -0.8, 0.2], [0.5, 0.1, -0.2], [-0.4, -0.1, 0.0], [0.2, 0.2, 0.0], [0.0, 0.0, 0.0], [0.0, 0.2, -0.1], [-0.1, -0.2, 0.1], [0.0, 0.1, -0.1], [0.0, -0.1, 0.0], [0.3, -0.3, 0.0], [-0.3, 0.0, 0.2], [-0.1, 0.1, -0.1], [0.1, 0.1, -0.1], [0.2, -0.1, -0.1], [0.1, 0.1, -0.2], [0.2, 0.0, 0.1], [-0.2, 0.1, -0.5], [-0.1, 0.4, -0.2], [0.4, 0.1, -0.1], [0.0, 0.5, -0.1], [0.2, 0.0, 0.0], [0.4, 0.0, 0.0], [-0.2, 0.0, 0.0], [0.0, 0.0, 0.0], [0.0, 0.0, 0.1], [0.1, 0.2, -0.1], [-0.1, -0.2, -0.1], [-0.1, 0.1, 0.2], [-0.2, 0.0, 0.1]], "lumo_ev": -4.9, "homo_energy_ev": -11.8, "molar_mass_g_mol": 609.16, "gap_ev": 6.98, "smiles": "C#Cc1ccc(P(=O)(O)O)c2c([PH2]=S)[n+](CCN)c(CC[C@](F)(Br)C(F)(F)Br)cc12", "charge": 1, "total_energy_ha": -7522.15527}


[4]
{"formula": "C17H18BrCl2NS", "method": "ωB97M-V with the def2-TZVPD basis set", "elements": ["Br", "C", "C", "C", "C", "C", "C", "C", "C", "C", "N", "C", "C", "C", "C", "C", "C", "S", "H", "H", "H", "H", "H", "H", "H", "H", "H", "H", "H", "H", "H", "H", "Cl", "C", "C", "Cl", "H", "H", "H", "H"], "coordinates": [[6.018681, -1.531249, 1.437456], [4.137320, -1.399958, 1.909139], [3.408338, -0.287494, 1.148326], [2.448082, 0.533420, 2.045082], [1.182489, 0.896696, 1.301029], [1.129347, 2.094446, 0.594356], [0.013565, 2.454774, -0.142855], [-1.076906, 1.604705, -0.187785], [-1.047865, 0.415721, 0.524814], [0.070507, 0.053606, 1.271667], [0.047240, -1.173381, 1.971814], [-0.410664, -2.302529, 1.261564], [0.285880, -3.506928, 1.298743], [-0.195103, -4.613577, 0.611247], [-1.369510, -4.515053, -0.123754], [-2.057764, -3.310740, -0.182983], [-1.583506, -2.206187, 0.516186], [-2.447545, -0.666201, 0.514847], [4.087615, -1.254951, 2.986056], [3.724691, -2.376002, 1.665732], [2.800925, -0.758802, 0.370990], [4.109227, 0.365413, 0.632235], [2.223363, -0.038824, 2.948490], [2.916637, 1.466648, 2.357222], [1.990771, 2.753118, 0.633079], [-0.000114, 3.396752, -0.675535], [-1.955377, 1.855102, -0.768439], [0.913052, -1.364635, 2.451194], [1.200310, -3.569378, 1.880357], [0.341885, -5.552605, 0.642011], [-1.752756, -5.377621, -0.653871], [-2.969856, -3.230879, -0.760612], [-1.486110, 4.777910, -3.007932], [-2.817219, 4.337182, -4.107986], [-3.901769, 3.561071, -3.408899], [-3.365471, 1.930077, -2.926948], [-2.392398, 3.769279, -4.931445], [-3.230289, 5.267028, -4.494979], [-4.744818, 3.429686, -4.085131], [-4.244884, 4.074357, -2.514483]], "forces_ev_per_angstrom": [[0.1, 0.0, 0.0], [-0.1, 0.1, -0.1], [-0.3, -0.3, 0.0], [-0.1, -0.1, -0.4], [0.1, 0.2, 0.1], [0.0, 0.0, 0.1], [0.1, 0.1, 0.0], [-0.1, 0.0, 0.0], [0.0, -0.1, 0.0], [0.0, 0.0, 0.0], [0.1, -0.1, -0.2], [0.0, -0.1, 0.0], [-0.1, 0.0, 0.0], [-0.1, 0.1, 0.0], [0.0, 0.0, 0.0], [0.2, 0.0, 0.1], [0.0, 0.0, -0.1], [-0.1, 0.0, 0.0], [0.2, 0.0, 0.0], [0.0, 0.0, 0.1], [0.1, 0.0, -0.1], [0.0, 0.0, 0.1], [0.0, 0.1, 0.1], [0.1, -0.1, 0.2], [0.0, 0.0, 0.0], [0.0, -0.1, 0.0], [0.1, 0.0, 0.1], [0.0, 0.0, 0.0], [0.0, 0.0, 0.0], [0.0, 0.0, 0.0], [0.0, 0.0, 0.0], [0.0, 0.1, 0.0], [0.0, 0.0, 0.0], [0.0, 0.0, -0.1], [-0.1, 0.0, 0.0], [-0.1, 0.0, -0.1], [0.0, 0.0, 0.0], [0.0, 0.0, 0.0], [0.0, 0.0, 0.0], [0.0, 0.0, 0.0]], "lumo_ev": 0.7, "homo_energy_ev": -7.7, "molar_mass_g_mol": 419.21, "gap_ev": 8.39, "smiles": "BrCCCc1cccc2c1Nc1ccccc1S2.ClCCCl", "total_energy_ha": -4605.96334}


[5]
{"formula": "C17H18CdF2N2SSi", "method": "ωB97M-V with the def2-TZVPD basis set", "elements": ["C", "Si", "C", "C", "C", "C", "F", "F", "C", "C", "C", "C", "N", "S", "N", "C", "C", "C", "C", "C", "C", "C", "C", "H", "H", "H", "H", "H", "H", "H", "H", "H", "H", "H", "H", "H", "H", "H", "H", "H", "H", "Cd"], "coordinates": [[-3.093627, 1.543081, 0.031125], [-1.376396, 1.005068, -0.656395], [0.049846, 1.739283, 0.453288], [-1.162166, -0.943431, -0.765019], [-1.323766, -1.693489, 0.683975], [-0.181562, -2.904987, 0.831843], [0.174169, -3.520725, -0.467291], [-0.878311, -3.986928, 1.623459], [1.110274, -2.305957, 1.672162], [2.301912, -1.358946, 1.019075], [3.550382, -0.770435, 1.963767], [3.570442, -1.197330, 3.546683], [4.510694, -0.870861, 4.685827], [3.935030, -1.670522, 6.170216], [2.444545, -2.513685, 5.679950], [2.399848, -2.128645, 4.217722], [1.166912, -2.664026, 3.279141], [-1.155799, 1.621671, -2.508504], [0.229010, 2.341501, -3.049082], [0.317026, 2.773879, -4.642372], [-1.004753, 2.459141, -5.597451], [-2.391072, 1.751865, -5.071469], [-2.476474, 1.320564, -3.489585], [-3.120544, 2.720253, 0.183089], [-3.237687, 1.076796, 1.112691], [-4.015221, 1.205596, -0.611268], [1.042483, 1.567175, -0.154054], [0.042339, 1.075979, 1.440725], [-0.166378, 2.882848, 0.680914], [-0.109012, -1.102912, -1.280088], [-2.039979, -1.302191, -1.488178], [-2.369636, -2.266944, 0.652066], [-1.361038, -0.983110, 1.613113], [2.257977, -1.097317, -0.141639], [4.407234, -0.081416, 1.557329], [0.328707, -3.311513, 3.777843], [1.108376, 2.479005, -2.274841], [1.294818, 3.258373, -5.067025], [-0.944448, 2.733892, -6.738660], [-3.322400, 1.495598, -5.748619], [-3.443154, 0.795649, -3.042077], [2.931398, 0.828150, 5.917613]], "forces_ev_per_angstrom": [[-1.0, 0.5, 1.0], [0.2, 0.2, 0.0], [-0.1, -0.2, 0.1], [-0.3, 0.0, -0.4], [-0.7, -1.4, -1.1], [-1.3, -0.4, 0.3], [-0.8, 2.0, 4.0], [2.5, 2.9, -2.0], [2.3, -0.2, 3.8], [1.4, 0.0, 3.7], [-3.4, -2.4, 0.2], [-0.5, -0.9, 2.4], [-4.0, -1.2, -2.9], [-2.1, -0.7, -2.7], [3.1, 3.7, -5.5], [-1.5, -1.1, -0.4], [1.7, 1.7, -2.7], [0.2, 1.0, -3.2], [-3.2, -0.7, -3.4], [-3.1, -2.1, 3.0], [-0.5, -1.0, 2.6], [2.8, 0.1, 3.8], [3.1, 2.0, -2.9], [0.0, -2.5, -0.5], [0.3, 0.9, -2.2], [1.8, 0.7, 1.2], [-1.7, 0.5, 1.5], [0.3, 1.6, -1.9], [0.7, -2.5, -0.4], [-2.3, 0.0, 1.0], [2.2, 0.5, 1.4], [2.4, 1.2, 0.2], [0.5, -1.5, -1.7], [0.2, -0.6, 2.9], [-2.0, -1.6, 0.8], [1.8, 1.3, -1.2], [-2.0, -0.2, -2.0], [-2.3, -1.0, 0.8], [-0.1, -0.6, 2.5], [2.4, 0.8, 1.3], [2.3, 1.3, -1.1], [0.4, -0.1, 0.0]], "lumo_ev": -11.3, "homo_energy_ev": -12.8, "molar_mass_g_mol": 460.91, "gap_ev": 1.44, "charge": 2, "total_energy_ha": -1821.84930}